16
Properties=species:S:1:pos:R:3:lowdin_spin:R:1 method="wB97M-V/def2-TZVPD" orbital_gap_ev="8.9 / 6.8" e_lumo_ev="0.58 / -2.22" total_charge=0 multiplicity=3 fmax_ev_per_a=1.84
C 3.0209 -0.0097 0.4014 0.001
C -1.0854 0.7477 -0.6996 0.005
N -0.4093 -1.3458 -0.0067 0.850
N -0.7322 1.3153 0.4897 -0.002
N -0.4440 0.7893 -1.7907 0.057
N -1.3043 0.9355 1.7179 0.006
O 2.5108 0.8814 -0.1107 0.005
O 3.5603 -0.8714 0.9220 -0.001
O 0.7921 -1.3528 0.1804 0.802
S -1.0806 -2.3611 -1.1462 0.249
H -2.0952 0.3440 -0.7189 0.003
H 0.2352 1.6047 0.5848 0.000
H -1.1537 -0.0618 1.8882 0.000
H -2.3075 1.1003 1.6832 0.000
H 0.4749 1.2214 -1.7136 0.003
H 0.0180 -2.9370 -1.6814 0.020

***

13
Properties=species:S:1:pos:R:3:nbo_charge:R:1 method="wB97M-V/def2-TZVPD" orbital_gap_ev=8.4 e_lumo_ev=0.56 total_charge=0 fmax_ev_per_a=3.74
C 1.4513 1.5148 -0.1578 -0.106
C 1.7461 0.1557 -0.1758 -0.108
N 0.1537 1.6122 0.2097 -0.397
N 0.6452 -0.5379 0.2274 -0.269
N -0.2873 0.2930 0.5017 0.286
N -1.4112 0.0564 1.0006 -0.607
S -2.0694 -3.0483 -0.1481 -0.356
H 1.9381 2.4277 -0.1765 0.222
H 2.7169 -0.2733 -0.4510 0.234
H -0.3254 2.4078 0.5477 0.413
H -1.9750 0.7881 1.3677 0.350
H -1.5182 -2.1563 0.7210 0.189
H -1.1923 -3.0618 -1.2134 0.149

***

13
Properties=species:S:1:pos:R:3:nbo_charge:R:1 method="wB97M-V/def2-TZVPD" orbital_gap_ev=10.2 e_lumo_ev=0.62 total_charge=0 fmax_ev_per_a=1.19
C 1.1587 -0.2905 -0.0242 0.271
C -2.0800 0.3493 -0.3220 0.284
H 2.1553 0.8479 1.2442 0.388
H 2.5188 -0.8395 1.3830 0.394
H 1.1699 -2.2292 -0.1314 0.351
H -0.8273 -0.0351 -1.9363 0.416
H -2.8331 -0.2867 -0.7940 0.175
H -1.4505 1.3420 1.1494 0.330
N 2.2549 -0.0626 0.7850 -0.829
N 0.6968 -1.3886 -0.4525 -0.741
N -0.9920 0.6322 -1.1896 -0.784
N -2.2351 0.7265 0.8851 -0.667
S 0.4637 1.2342 -0.5968 0.412

***

13
Properties=species:S:1:pos:R:3:nbo_charge:R:1 method="wB97M-V/def2-TZVPD" orbital_gap_ev=10.8 e_lumo_ev=-4.20 smiles=[NH3+]Cn1ncnn1 total_charge=+1 fmax_ev_per_a=1.57
C -0.8515 0.5078 0.6495 -0.059
C 2.1872 -0.8658 -0.1250 0.136
N 0.4930 0.2074 0.3344 -0.080
N 0.9619 -1.0384 0.3063 -0.267
N 1.3973 1.0892 -0.0878 -0.001
N 2.4451 0.4408 -0.3616 -0.197
N -1.7095 0.0242 -0.4878 -0.682
H -1.1572 -0.0133 1.5636 0.258
H -0.9474 1.5918 0.7671 0.270
H 2.8976 -1.6506 -0.2718 0.242
H -1.5208 -0.9794 -0.6453 0.465
H -2.7117 0.1488 -0.2870 0.458
H -1.4839 0.5375 -1.3547 0.458

***

14
Properties=species:S:1:pos:R:3:nbo_charge:R:1 method="wB97M-V/def2-TZVPD" orbital_gap_ev="8.5 / 8.5" e_lumo_ev="0.14 / 0.14" total_charge=0 fmax_ev_per_a=3.84
C 0.6585 -0.8356 -0.2703 0.316
C -0.2053 -0.3316 -1.1276 -0.786
N 0.3697 -1.3812 1.0619 -0.337
N 0.2664 0.5353 2.3970 -0.528
N 0.2520 -0.7050 2.0810 0.036
N 1.8911 -1.2364 -0.5971 -0.787
N -1.7945 2.0636 -0.7918 -1.214
P -1.5321 0.5646 -0.9126 1.450
H 0.2851 -1.1446 3.0075 0.398
H 2.3168 -1.1114 -1.5495 0.413
H 2.2826 -1.9106 0.0369 0.399
H -2.7760 2.4015 -0.9556 0.402
H 0.2624 1.1213 1.5741 0.325
H -2.4314 -0.2380 -1.6201 -0.086

***

11
Properties=species:S:1:pos:R:3:nbo_charge:R:1 method="wB97M-V/def2-TZVPD" orbital_gap_ev=7.3 e_lumo_ev=3.92 total_charge=-1 fmax_ev_per_a=2.41
C -2.1424 -0.1735 -0.3915 -0.251
O -1.3303 -0.9191 0.5358 -0.780
H -2.2013 -0.7650 -1.3117 0.173
H -3.0895 0.0599 0.1604 0.150
H -1.7822 0.8626 -0.5432 0.166
C 2.5117 0.2201 -0.0769 0.442
N 1.4721 -0.3231 0.5332 -0.946
O 2.9852 1.3991 0.0507 -0.809
H 3.1697 -0.4446 -0.6467 0.056
H -0.5065 -0.4695 0.9106 0.521
H 0.9135 0.5531 0.7794 0.278

***

11
Properties=species:S:1:pos:R:3:nbo_charge:R:1 method="wB97M-V/def2-TZVPD" orbital_gap_ev=7.7 e_lumo_ev=4.37 total_charge=-1 fmax_ev_per_a=2.62
C 1.8622 0.6212 -0.2914 -0.253
O 1.4369 0.4274 1.0498 -0.777
H 1.9441 -0.3510 -0.7191 0.171
H 1.2162 1.3708 -0.8912 0.163
H 2.8883 0.9554 -0.0971 0.149
C -1.7722 -0.9218 -0.3048 0.470
N -1.6096 0.0285 0.6949 -1.004
O -1.1116 -1.5633 -1.1735 -0.747
H -2.8516 -0.9641 -0.5684 -0.005
H 0.4758 0.3795 0.9572 0.511
H -2.4785 0.0174 1.3436 0.322

***

11
Properties=species:S:1:pos:R:3:nbo_charge:R:1 method="wB97M-V/def2-TZVPD" orbital_gap_ev=8.0 e_lumo_ev=4.17 total_charge=-1 fmax_ev_per_a=1.74
C -1.6670 -0.1070 -1.1123 -0.225
O -1.4073 -0.2357 0.2301 -0.792
H -0.8976 0.2584 -1.8094 0.136
H -1.9591 -1.0890 -1.5430 0.122
H -2.5298 0.5503 -1.3079 0.141
C 1.8595 0.3080 1.4273 0.489
N 1.1668 -0.3766 0.5088 -0.957
O 1.8511 0.2486 2.6554 -0.733
H 2.6470 0.9384 0.9291 0.001
H -0.4410 -0.4937 0.4252 0.505
H 1.3775 -0.0016 -0.4033 0.312